The following is a DFT calculation (wB97M-V/def2-TZVPD) of a cluster of 5 separate species, C27H47N3O10 in total at a distorted geometry.

For the LUMO energy, the calculation gives -0.8 eV. The orbital gap is 7.78 eV. The maximum force is 5.2 eV/Å. As for the multiplicity: 1. The value obtained for the highest occupied orbital energy is -8.6 eV.

Atoms and positions in Å:
C  -0.292  4.590  -4.215
C  -0.813  3.870  -3.368
C  -1.416  2.699  -2.496
C  -0.643  2.534  -1.125
N  -1.343  2.812  0.022
C  -0.586  2.618  1.191
C  -1.297  2.861  2.522
C  -2.832  3.284  2.597
C  -3.804  2.314  1.776
C  -5.096  1.832  2.607
C  -5.046  0.235  2.652
O  -5.993  -0.431  2.247
O  -3.877  -0.321  3.166
C  -3.698  -1.697  2.751
C  -3.514  -1.864  1.154
C  -0.615  2.685  3.849
C  0.847  2.279  3.816
C  1.558  2.033  2.517
C  3.086  1.600  2.670
O  3.464  0.520  1.802
O  3.880  -0.581  2.506
C  0.854  2.195  1.151
N  1.613  1.903  -0.008
C  0.803  2.074  -1.109
O  1.375  1.787  -2.382
C  1.228  0.341  -2.524
C  1.790  -0.238  -3.890
N  2.900  -1.206  -3.741
C  2.508  -2.413  -2.960
C  3.712  -2.684  -1.888
C  3.167  -3.158  -0.473
O  4.391  -1.408  -1.732
H  0.246  5.433  -4.728
H  -2.518  2.922  -2.308
H  -1.399  1.736  -3.094
H  -3.187  3.366  3.670
H  -2.968  4.327  2.149
H  -3.208  1.406  1.429
H  -4.213  2.791  0.825
H  -5.140  2.297  3.634
H  -6.038  2.066  2.013
H  -2.714  -2.040  3.213
H  -4.506  -2.364  3.169
H  -3.246  -0.844  0.740
H  -4.526  -2.208  0.761
H  -2.702  -2.634  0.999
H  -1.128  2.830  4.836
H  1.414  2.150  4.787
H  3.793  2.464  2.476
H  3.263  1.280  3.750
H  3.161  -1.232  2.339
H  0.119  0.115  -2.357
H  1.853  -0.122  -1.684
H  2.211  0.643  -4.486
H  0.917  -0.625  -4.511
H  3.077  -1.556  -4.696
H  1.502  -2.344  -2.455
H  2.450  -3.328  -3.648
H  4.423  -3.457  -2.309
H  3.626  -4.172  -0.232
H  2.042  -3.237  -0.435
H  3.553  -2.425  0.312
H  3.858  -0.834  -1.143
C  -0.195  -1.218  2.058
O  1.086  -1.468  1.497
H  -0.494  -2.084  2.649
H  -0.151  -0.337  2.704
H  -0.923  -1.057  1.260
H  1.329  -0.687  0.978
C  -1.983  -2.124  -3.310
O  -0.628  -2.564  -3.401
H  -2.069  -1.431  -2.473
H  -2.271  -1.615  -4.231
H  -2.638  -2.981  -3.139
H  -0.576  -3.176  -4.147
C  3.266  -0.517  6.222
O  3.379  0.901  6.235
H  2.758  -0.820  5.307
H  4.261  -0.968  6.248
H  2.684  -0.850  7.085
H  3.831  1.144  7.051
C  -0.035  -2.048  -7.112
O  -0.908  -1.359  -6.227
H  -0.350  -1.853  -8.136
H  0.989  -1.689  -6.975
H  -0.082  -3.123  -6.918
H  -0.609  -1.547  -5.327